Below is 4 unconnected molecules or ions with the total composition C16H33BrN3O7P, with properties calculated with ωB97M-V/def2-TZVPD.

Properties
Gap between HOMO and LUMO (eV): 9.24
2S+1: 1
SMILES string: CCP(CC)OC(=O)OCC(=O)Br.CN(C)C=O.CN(C)C=O.CN(C)C=O

Each line ends with the Mulliken charge.
Atoms and positions in Å:
C 3.80 -0.90 0.41  -1.03
C 2.82 -0.55 -0.72  -0.04
P 2.76 1.12 -1.47  0.05
C 4.49 1.62 -1.74  -0.46
C 5.46 1.78 -0.55  -1.24
O 2.38 2.09 -0.13  -0.33
C 1.14 2.55 0.08  0.63
O 0.86 3.09 1.11  -0.53
O 0.27 2.40 -0.94  -0.32
C -0.49 1.19 -0.89  0.12
C -0.56 0.56 -2.26  0.23
O -0.66 -0.60 -2.46  -0.36
Br -0.59 1.82 -3.75  -0.17
H 4.77 -0.42 0.29  0.09
H 3.99 -1.98 0.41  0.40
H 3.40 -0.64 1.39  0.29
H 1.80 -0.74 -0.34  -0.10
H 2.94 -1.25 -1.56  0.48
H 4.88 0.95 -2.51  0.41
H 4.39 2.60 -2.22  0.39
H 6.03 0.85 -0.39  0.35
H 4.91 1.96 0.38  0.30
H 6.19 2.57 -0.72  0.33
H -1.51 1.40 -0.55  0.38
H -0.04 0.49 -0.19  0.11
C -3.30 -4.91 -4.01  0.13
O -4.23 -5.69 -4.07  -0.60
N -3.33 -3.66 -4.51  0.16
C -2.20 -2.76 -4.41  -1.04
C -4.54 -3.20 -5.17  -0.96
H -2.34 -5.16 -3.53  0.29
H -2.47 -1.86 -3.85  0.40
H -1.85 -2.46 -5.40  0.35
H -1.38 -3.25 -3.88  0.28
H -5.39 -3.24 -4.48  0.29
H -4.77 -3.84 -6.02  0.30
H -4.40 -2.18 -5.51  0.40
C 1.67 4.81 6.27  0.13
O 1.46 5.71 7.06  -0.59
N 0.78 4.39 5.35  0.15
C 1.07 3.31 4.43  -1.01
C -0.52 5.04 5.29  -0.94
H 2.62 4.26 6.24  0.26
H 1.01 3.65 3.40  0.51
H 0.37 2.49 4.57  0.30
H 2.08 2.94 4.61  0.29
H -0.40 6.10 5.08  0.30
H -1.04 4.94 6.24  0.31
H -1.10 4.58 4.50  0.35
C -1.50 -1.88 1.57  0.07
O -0.96 -0.92 1.03  -0.62
N -2.49 -2.59 1.01  0.15
C -3.10 -3.73 1.67  -0.93
C -2.96 -2.21 -0.31  -0.86
H -1.20 -2.24 2.56  0.27
H -2.96 -4.63 1.08  0.34
H -4.16 -3.56 1.82  0.33
H -2.63 -3.88 2.64  0.29
H -2.14 -2.25 -1.04  0.21
H -3.34 -1.19 -0.30  0.27
H -3.75 -2.88 -0.62  0.41



Below is a molecular structure, C16H33NO2P2Sn in a non-equilibrium geometry, with properties calculated with ωB97M-V/def2-TZVPD.

Properties
Gap between HOMO and LUMO (spin up / spin down) (eV): 5.72 / 5.72
ΔE to the lowest compared entry with this formula, charge and spin (kJ/mol): 309.5
2S+1: 1

Each line ends with the Mulliken charge.
Atoms and positions in Å:
Sn -0.42 0.14 0.08  0.37
P -1.67 -2.24 0.61  0.85
P 1.29 2.29 -0.57  1.17
N 1.18 -0.83 -0.41  -0.59
H -2.05 -0.44 0.58  0.01
C -2.04 -3.24 -0.86  -1.28
H -2.65 -4.01 -0.36  0.41
H -1.08 -3.63 -1.22  0.34
H -2.60 -2.66 -1.62  0.38
C -3.18 -1.91 1.57  -1.36
H -3.46 -2.95 1.73  0.52
H -3.87 -1.33 0.91  0.40
H -2.87 -1.36 2.47  0.34
C -0.46 -3.09 1.64  -1.30
H -1.15 -3.85 2.06  0.52
H -0.05 -2.41 2.41  0.26
H 0.31 -3.51 0.97  0.33
C 1.91 2.67 -2.25  -1.28
H 2.55 3.55 -2.34  0.42
H 1.05 2.76 -2.92  0.31
H 2.48 1.80 -2.62  0.33
C 0.56 3.87 0.05  -1.27
H 1.23 4.74 -0.06  0.46
H 0.26 3.78 1.10  0.23
H -0.37 4.11 -0.51  0.26
C 2.84 2.17 0.43  -1.26
H 3.43 3.11 0.45  0.46
H 3.50 1.38 0.03  0.30
H 2.63 1.87 1.47  0.28
C 2.20 -1.37 0.18  0.36
C 4.12 -2.81 -0.03  -0.21
C 3.04 -2.21 -0.58  -0.70
C 2.61 -1.16 1.53  0.23
C 3.72 -1.79 2.00  -0.56
C 4.55 -2.66 1.29  -0.85
H 4.72 -3.47 -0.62  0.33
H 2.74 -2.40 -1.61  0.36
H 1.98 -0.49 2.17  0.33
H 4.03 -1.64 3.02  0.32
H 5.41 -3.12 1.73  0.42
C -2.17 1.26 -2.33  0.64
O -0.92 1.18 -2.41  -0.54
C -3.08 0.12 -2.85  -0.96
H -4.10 0.09 -2.47  0.33
H -2.57 -0.80 -2.55  0.02
H -3.14 0.20 -3.95  0.42
C -2.80 2.48 -1.53  -0.37
H -2.64 3.36 -2.20  0.34
H -2.26 2.60 -0.57  -0.22
H -3.89 2.41 -1.34  0.34
C -1.79 1.88 2.05  -0.82
O -0.50 1.47 1.62  -0.58
H -1.93 2.96 2.01  0.31
H -1.99 1.62 3.10  0.29
H -2.67 1.47 1.52  0.20



Below is a molecular structure, C16H34AsCl12F6N2O2 in a non-equilibrium geometry, with properties calculated with ωB97M-V/def2-TZVPD.

Properties
Gap between HOMO and LUMO (eV): 9.62
Total charge: -1
ΔE to the lowest compared entry with this formula, charge and spin (kJ/mol): 0.0
2S+1: 1

Each line ends with the Mulliken charge.
Atoms and positions in Å:
As 0.25 -0.22 0.21  2.05
F -1.08 -0.93 -0.73  -0.45
F 0.37 1.14 -0.88  -0.49
F 1.51 0.45 1.18  -0.59
F 0.24 -1.61 1.29  -0.56
F 1.35 -1.08 -0.85  -0.50
F -0.97 0.63 1.10  -0.48
Cl -5.41 -1.62 1.04  -0.24
C -3.98 -0.93 1.85  -0.11
C -3.35 -1.97 2.75  -0.42
Cl -2.06 -1.18 3.71  -0.14
H -4.36 -0.08 2.41  0.41
H -3.28 -0.56 1.11  -0.10
H -2.94 -2.82 2.22  0.17
H -4.07 -2.37 3.47  0.42
Cl -0.31 3.35 -3.76  -0.22
C -1.13 3.67 -2.20  0.40
C -1.94 4.93 -2.30  -0.38
Cl -3.55 4.62 -3.05  -0.23
H -0.37 3.79 -1.43  -0.40
H -1.67 2.79 -1.88  0.20
H -1.53 5.67 -2.98  0.36
H -2.11 5.33 -1.30  0.20
Cl 4.51 -0.01 3.96  -0.18
C 3.08 0.36 5.03  -0.59
C 1.82 -0.32 4.51  0.42
Cl 1.83 -2.06 4.84  -0.21
H 3.00 1.44 5.10  0.34
H 3.45 -0.03 5.97  0.38
H 1.87 -0.22 3.42  -0.47
H 0.92 0.12 4.93  0.33
Cl 0.61 -1.95 -5.84  -0.21
C 0.47 -0.35 -5.06  -0.31
C 1.44 -0.15 -3.90  0.23
Cl 3.02 0.40 -4.58  -0.24
H -0.55 -0.28 -4.69  0.09
H 0.54 0.42 -5.82  0.38
H 1.66 -1.09 -3.42  0.33
H 1.08 0.58 -3.18  -0.29
Cl 2.08 5.80 2.12  -0.21
C 1.85 4.36 1.09  -0.23
C 0.59 3.61 1.49  0.01
Cl -0.91 4.59 1.34  -0.20
H 2.72 3.73 1.20  0.21
H 1.75 4.68 0.05  0.28
H 0.63 3.32 2.54  0.43
H 0.46 2.66 0.97  -0.26
Cl 6.05 1.09 0.56  -0.21
C 4.55 0.34 -0.06  0.17
C 4.61 0.10 -1.57  0.07
Cl 6.11 -0.73 -2.03  -0.22
H 3.72 0.99 0.21  -0.32
H 4.35 -0.57 0.50  0.32
H 4.52 1.08 -2.04  0.38
H 3.82 -0.52 -1.96  -0.18
O -1.11 -6.20 2.32  -0.70
C -0.80 -5.01 2.35  0.52
N -1.00 -4.22 1.28  -0.24
C -0.12 -4.38 3.56  -0.53
H -0.73 -3.25 1.23  0.19
H -1.54 -4.63 0.54  0.19
H 0.52 -3.58 3.16  0.00
H 0.50 -5.11 4.08  0.39
H -0.82 -3.87 4.22  0.25
O -3.32 -1.88 -5.00  -0.67
C -3.26 -1.63 -3.80  0.65
N -2.47 -2.34 -2.98  -0.25
C -4.05 -0.50 -3.15  -0.78
H -2.26 -2.03 -2.05  0.13
H -2.01 -3.15 -3.37  0.21
H -5.06 -0.84 -2.99  0.26
H -4.10 0.37 -3.80  0.27
H -3.57 -0.17 -2.23  0.16



Below is a molecular structure, C16H34BMnNP2 in a non-equilibrium geometry, with properties calculated with ωB97M-V/def2-TZVPD.

Properties
Gap between HOMO and LUMO (spin up / spin down) (eV): 5.88 / 6.13
ΔE to the lowest compared entry with this formula, charge and spin (kJ/mol): 0.0
2S+1: 6

Each line ends with the Mulliken charge.
Atoms and positions in Å:
P 1.07 2.45 -0.32  1.38
P 0.83 -0.19 -2.65  1.37
C 1.88 2.23 -1.89  -1.02
C 1.14 1.53 -3.03  -1.15
H 2.88 1.81 -1.68  0.46
H 2.07 3.26 -2.19  0.54
H 0.20 2.03 -3.32  0.42
H 1.76 1.54 -3.94  0.52
C 2.42 -1.08 -2.98  -1.36
H 2.27 -2.16 -2.79  0.39
H 3.20 -0.69 -2.31  0.37
H 2.71 -0.93 -4.02  0.48
C -0.34 -0.81 -3.93  -1.39
H 0.21 -0.92 -4.88  0.42
H -1.15 -0.07 -4.05  0.41
H -0.75 -1.78 -3.60  0.34
C 2.28 3.41 0.64  -1.56
H 1.92 3.54 1.67  0.45
H 2.34 4.37 0.12  0.51
H 3.22 2.86 0.58  0.43
C -0.34 3.58 -0.61  -1.65
H -0.99 3.22 -1.42  0.41
H 0.12 4.51 -0.94  0.48
H -0.92 3.80 0.30  0.48
Mn -0.75 -0.28 3.30  0.43
C -1.32 -2.26 -0.72  -0.79
C -0.13 -2.48 -0.13  -0.32
C 1.06 -1.59 0.03  0.11
C 1.48 -0.36 0.87  -0.99
C 0.73 1.04 0.71  0.57
C -0.74 0.88 0.72  -1.63
C -1.21 0.32 -0.54  1.71
C -2.12 -0.92 -0.64  -1.03
C -1.86 0.73 4.62  -1.09
H -1.98 -3.08 -1.00  0.39
H 0.06 -3.50 0.27  0.34
H 1.21 -1.19 -1.01  -0.73
H 1.89 -2.28 0.22  0.58
H 1.44 -0.60 1.95  0.41
H 2.55 -0.16 0.66  0.40
H 1.05 1.58 1.65  0.46
H -1.29 1.80 0.98  0.48
H -0.26 0.10 -1.14  -2.42
H -1.66 1.16 -1.07  0.45
H -2.80 -0.86 0.22  0.37
H -2.68 -0.86 -1.56  0.43
H -2.87 0.40 4.43  0.28
H -1.60 1.75 4.40  0.27
H -1.33 0.27 5.46  0.32
B -2.70 -4.62 4.26  -0.09
C -2.01 -3.34 3.70  0.20
N -1.51 -2.33 3.37  -0.50
H -1.96 -5.57 4.23  -0.11
H -3.71 -4.85 3.62  -0.11
H -3.01 -4.40 5.41  -0.11



Below is 6 unconnected molecules or ions with the total composition C16H34Br10IP in a non-equilibrium geometry, with properties calculated with ωB97M-V/def2-TZVPD.

Properties
Gap between HOMO and LUMO (eV): 7.77
2S+1: 1
SMILES string: C=CC[PH3]CCCI.BrCCBr.BrCCBr.BrCCBr.BrCCBr.BrCCBr

Each line ends with the Mulliken charge.
Atoms and positions in Å:
C 6.80 0.49 -0.17  -0.73
C 5.39 0.62 -0.12  -0.35
C 4.52 1.07 -1.36  -0.35
P 2.85 1.88 -0.88  0.33
C 1.25 2.81 -0.44  -0.87
C 0.05 1.91 0.05  -0.35
C -0.18 0.59 -0.80  -0.12
I -2.32 0.08 -0.90  -0.06
H 7.28 -0.50 0.07  0.22
H 7.45 1.36 -0.44  0.25
H 4.93 0.35 0.88  0.24
H 5.11 1.78 -2.01  0.50
H 4.31 0.13 -1.96  0.18
H 2.22 1.13 -1.93  -0.16
H 3.42 3.16 -1.27  0.01
H 3.00 1.38 0.47  -0.10
H 1.51 3.49 0.43  0.34
H 0.98 3.49 -1.30  0.36
H -0.89 2.53 -0.07  0.32
H 0.11 1.69 1.16  0.26
H 0.13 0.69 -1.87  0.17
H 0.35 -0.27 -0.29  -0.17
Br 2.04 -1.68 -0.27  0.01
C 2.30 -3.62 -0.27  -0.70
C 1.09 -4.33 0.25  -0.61
Br 0.98 -4.20 2.19  -0.12
H 3.20 -3.81 0.30  0.39
H 2.48 -3.88 -1.32  0.41
H 1.15 -5.40 0.04  0.38
H 0.15 -3.94 -0.14  0.29
Br -4.48 3.07 -5.16  -0.14
C -4.72 2.77 -3.25  -0.41
C -4.19 3.93 -2.44  -0.58
Br -2.25 3.90 -2.34  -0.10
H -4.23 1.83 -3.01  0.16
H -5.80 2.67 -3.11  0.35
H -4.53 3.86 -1.41  0.32
H -4.47 4.90 -2.85  0.39
Br -5.09 -4.40 3.69  -0.16
C -3.18 -4.07 3.94  -0.55
C -2.67 -3.07 2.94  -0.57
Br -2.44 -3.87 1.18  -0.13
H -2.68 -5.04 3.88  0.41
H -3.09 -3.68 4.96  0.30
H -1.67 -2.72 3.23  0.35
H -3.32 -2.21 2.82  0.36
Br 1.58 1.00 -4.72  -0.11
C 2.98 2.13 -5.49  -0.62
C 4.09 1.30 -6.08  -0.58
Br 5.26 0.58 -4.69  -0.11
H 3.31 2.81 -4.71  0.37
H 2.47 2.70 -6.27  0.38
H 4.74 1.91 -6.70  0.35
H 3.73 0.45 -6.66  0.37
Br -4.65 -2.66 8.42  -0.14
C -5.47 -1.18 7.46  -0.57
C -5.06 -1.17 6.01  -0.29
Br -3.25 -0.49 5.79  -0.14
H -5.19 -0.27 7.99  0.38
H -6.55 -1.33 7.56  0.35
H -5.69 -0.48 5.44  0.38
H -5.09 -2.15 5.55  0.03



Below is 10 unconnected molecules or ions with the total composition C16H34Cl8FN5O13 in a non-equilibrium geometry, with properties calculated with ωB97M-V/def2-TZVPD.

Properties
Gap between HOMO and LUMO (eV): 10.46
ΔE to the lowest compared entry with this formula, charge and spin (kJ/mol): 0.0
2S+1: 1
SMILES string: O=C1OC[C@@H](F)O1.C[N+](=O)[O-].C[N+](=O)[O-].C[N+](=O)[O-].C[N+](=O)[O-].C[N+](=O)[O-].ClCCCl.ClCCCl.ClCCCl.ClCCCl

Each line ends with the Mulliken charge.
Atoms and positions in Å:
C 2.68 -0.61 -3.19  -0.48
N 3.46 -1.36 -2.19  1.00
O 2.91 -2.30 -1.66  -0.55
O 4.59 -0.99 -1.96  -0.57
H 3.11 0.36 -3.39  0.20
H 1.67 -0.49 -2.80  0.06
H 2.57 -1.19 -4.10  0.32
C 4.04 0.59 3.09  -0.87
N 2.60 0.82 2.72  0.88
O 1.75 0.25 3.37  -0.49
O 2.38 1.55 1.78  -0.47
H 4.50 0.14 2.22  0.28
H 4.03 -0.16 3.88  0.36
H 4.45 1.55 3.36  0.30
C 3.64 2.78 -1.48  -0.23
N 4.81 3.13 -0.61  0.92
O 4.96 2.51 0.42  -0.52
O 5.53 4.02 -1.02  -0.58
H 3.27 3.74 -1.83  0.32
H 2.93 2.21 -0.90  -0.12
H 4.05 2.22 -2.31  0.20
C -2.82 0.80 -3.18  -0.25
N -2.47 0.14 -4.49  0.98
O -1.62 -0.72 -4.48  -0.54
O -3.09 0.50 -5.47  -0.58
H -2.07 0.55 -2.45  -0.19
H -3.81 0.40 -2.95  0.31
H -2.86 1.87 -3.34  0.26
C -1.71 2.99 3.82  -0.56
N -1.49 2.08 4.99  0.93
O -1.59 2.57 6.10  -0.56
O -1.22 0.92 4.75  -0.48
H -2.67 3.47 3.97  0.31
H -1.67 2.37 2.94  0.09
H -0.92 3.72 3.86  0.31
C -0.54 0.37 0.90  0.41
C 0.35 -0.38 -0.07  0.53
O 0.75 0.62 -0.95  0.12
C -0.14 1.65 -0.87  0.25
O -0.10 2.59 -1.59  -0.58
O -1.07 1.40 0.06  -0.32
F -0.45 -1.29 -0.76  -0.36
H 0.06 0.80 1.70  -0.08
H -1.24 -0.31 1.38  -0.13
H 1.14 -0.92 0.42  -0.04
Cl 1.37 -6.71 0.46  -0.20
C 1.56 -4.95 0.65  -0.15
C 1.34 -4.57 2.09  -0.60
Cl 1.38 -2.78 2.22  -0.04
H 0.86 -4.43 0.00  0.01
H 2.57 -4.71 0.33  0.37
H 2.12 -4.95 2.75  0.38
H 0.39 -4.87 2.50  0.26
Cl 0.63 6.33 -3.19  -0.20
C -0.14 4.87 -3.82  -0.08
C -1.02 5.18 -5.01  -0.40
Cl -0.10 5.66 -6.44  -0.19
H -0.73 4.40 -3.04  0.03
H 0.61 4.14 -4.14  0.28
H -1.72 5.98 -4.77  0.37
H -1.64 4.32 -5.28  0.22
Cl -3.32 -3.87 5.22  -0.22
C -3.33 -2.76 3.81  -0.07
C -3.48 -1.34 4.27  -0.41
Cl -3.48 -0.31 2.79  -0.18
H -4.12 -3.08 3.13  0.23
H -2.39 -2.95 3.29  -0.01
H -2.66 -1.04 4.91  0.29
H -4.44 -1.16 4.75  0.41
Cl -2.10 -4.84 1.11  -0.16
C -2.14 -4.08 -0.49  0.58
C -3.51 -3.74 -1.05  -0.43
Cl -4.71 -3.21 0.16  -0.17
H -1.64 -4.76 -1.19  0.42
H -1.51 -3.19 -0.44  -0.71
H -3.95 -4.63 -1.50  0.35
H -3.37 -2.94 -1.77  0.24



Below is a molecular structure, C16H34KNO4S in a non-equilibrium geometry, with properties calculated with ωB97M-V/def2-TZVPD.

Properties
Gap between HOMO and LUMO (spin up / spin down) (eV): 8.09 / 5.08
Total charge: +1
2S+1: 2

Each line ends with the Mulliken charge.
Atoms and positions in Å:
K 0.25 1.53 1.71  1.01
C -0.66 -3.21 -0.17  -1.10
C -1.51 -2.08 0.43  0.52
C -2.57 -2.71 1.33  -1.39
O -0.73 -1.04 0.99  -0.33
H -0.25 -3.70 0.71  0.41
H 0.07 -2.74 -0.83  0.16
H -1.26 -3.91 -0.76  0.41
H -2.15 -1.63 -0.32  0.22
H -3.15 -3.48 0.81  0.41
H -3.23 -1.89 1.61  0.24
H -2.24 -3.13 2.28  0.39
C -4.82 1.99 4.77  -0.65
C -4.40 1.22 3.52  -0.65
C -3.10 0.48 3.79  -0.04
S -2.03 1.79 4.68  1.06
O -1.31 2.58 3.68  -0.69
O -1.20 1.08 5.68  -0.63
C -3.52 2.72 5.38  -0.69
H -4.99 1.18 5.48  0.27
H -5.72 2.60 4.68  0.40
H -4.30 1.83 2.62  0.36
H -5.05 0.44 3.12  0.38
H -2.52 0.15 2.93  -0.26
H -3.11 -0.36 4.49  0.36
H -3.42 3.75 5.04  0.38
H -3.39 2.81 6.46  0.39
C 1.28 1.34 -3.99  -1.75
C 1.47 -0.05 -3.44  1.49
C 2.63 -0.84 -4.09  -1.14
C 3.96 -0.23 -3.66  -0.80
C 4.11 -0.42 -2.14  -0.94
C 2.91 0.20 -1.33  1.38
N 1.62 -0.04 -2.00  0.75
O 0.54 0.46 -1.24  -0.43
C 2.89 -0.29 0.19  -1.34
C 3.25 1.69 -1.12  -1.83
C 0.18 -0.86 -3.77  -2.07
H 0.47 1.45 -4.71  0.48
H 2.08 1.82 -4.55  0.31
H 0.95 2.07 -3.25  0.34
H 2.55 -1.92 -3.97  0.42
H 2.72 -0.73 -5.17  0.36
H 4.06 0.78 -4.05  0.29
H 4.80 -0.75 -4.12  0.44
H 5.11 0.01 -2.08  0.34
H 4.22 -1.49 -1.95  0.36
H 2.35 -1.22 0.39  0.35
H 3.90 -0.55 0.50  0.51
H 2.45 0.40 0.91  -0.09
H 3.34 2.18 -2.09  0.35
H 2.55 2.34 -0.59  0.28
H 4.12 1.79 -0.47  0.49
H -0.72 -0.27 -3.59  0.43
H 0.06 -1.80 -3.24  0.34
H 0.18 -1.07 -4.84  0.49
H 0.31 -0.27 -0.67  0.26



What did the second record say?
Below is a molecular structure, C16H33NO2P2Sn in a non-equilibrium geometry, with properties calculated with ωB97M-V/def2-TZVPD.

Properties
Gap between HOMO and LUMO (spin up / spin down) (eV): 5.72 / 5.72
ΔE to the lowest compared entry with this formula, charge and spin (kJ/mol): 309.5
2S+1: 1

Each line ends with the Mulliken charge.
Atoms and positions in Å:
Sn -0.42 0.14 0.08  0.37
P -1.67 -2.24 0.61  0.85
P 1.29 2.29 -0.57  1.17
N 1.18 -0.83 -0.41  -0.59
H -2.05 -0.44 0.58  0.01
C -2.04 -3.24 -0.86  -1.28
H -2.65 -4.01 -0.36  0.41
H -1.08 -3.63 -1.22  0.34
H -2.60 -2.66 -1.62  0.38
C -3.18 -1.91 1.57  -1.36
H -3.46 -2.95 1.73  0.52
H -3.87 -1.33 0.91  0.40
H -2.87 -1.36 2.47  0.34
C -0.46 -3.09 1.64  -1.30
H -1.15 -3.85 2.06  0.52
H -0.05 -2.41 2.41  0.26
H 0.31 -3.51 0.97  0.33
C 1.91 2.67 -2.25  -1.28
H 2.55 3.55 -2.34  0.42
H 1.05 2.76 -2.92  0.31
H 2.48 1.80 -2.62  0.33
C 0.56 3.87 0.05  -1.27
H 1.23 4.74 -0.06  0.46
H 0.26 3.78 1.10  0.23
H -0.37 4.11 -0.51  0.26
C 2.84 2.17 0.43  -1.26
H 3.43 3.11 0.45  0.46
H 3.50 1.38 0.03  0.30
H 2.63 1.87 1.47  0.28
C 2.20 -1.37 0.18  0.36
C 4.12 -2.81 -0.03  -0.21
C 3.04 -2.21 -0.58  -0.70
C 2.61 -1.16 1.53  0.23
C 3.72 -1.79 2.00  -0.56
C 4.55 -2.66 1.29  -0.85
H 4.72 -3.47 -0.62  0.33
H 2.74 -2.40 -1.61  0.36
H 1.98 -0.49 2.17  0.33
H 4.03 -1.64 3.02  0.32
H 5.41 -3.12 1.73  0.42
C -2.17 1.26 -2.33  0.64
O -0.92 1.18 -2.41  -0.54
C -3.08 0.12 -2.85  -0.96
H -4.10 0.09 -2.47  0.33
H -2.57 -0.80 -2.55  0.02
H -3.14 0.20 -3.95  0.42
C -2.80 2.48 -1.53  -0.37
H -2.64 3.36 -2.20  0.34
H -2.26 2.60 -0.57  -0.22
H -3.89 2.41 -1.34  0.34
C -1.79 1.88 2.05  -0.82
O -0.50 1.47 1.62  -0.58
H -1.93 2.96 2.01  0.31
H -1.99 1.62 3.10  0.29
H -2.67 1.47 1.52  0.20